Entry 1:
Here is a 9-piece molecular cluster, C36H72O9 overall in a non-equilibrium geometry from the OMol25 dataset. Energies are from ωB97M-V/def2-TZVPD.

Each line ends with the Mulliken charge.
Element x y z (Å)
C -1.734 4.212 -5.375  -0.637
C -1.858 3.992 -3.853  -1.355
C -0.543 3.594 -3.396  1.867
O 0.217 4.500 -4.173  -0.477
C -0.263 4.683 -5.549  -0.577
H -2.514 4.921 -5.652  0.517
H -1.783 3.274 -5.927  0.185
H -2.637 3.286 -3.564  0.389
H -2.002 4.964 -3.382  0.503
H -0.339 2.527 -3.482  -0.404
H -0.376 3.845 -2.348  -0.476
H 0.472 4.120 -6.125  0.243
H -0.181 5.750 -5.757  0.249
C -2.720 -1.468 5.018  -0.486
C -3.055 -2.938 5.037  -0.767
C -1.790 -3.598 4.545  -0.217
O -0.827 -2.488 4.434  -0.352
C -1.471 -1.266 4.229  0.951
H -2.449 -1.322 6.064  0.348
H -3.562 -0.831 4.748  0.220
H -3.893 -3.046 4.349  0.288
H -3.507 -3.179 5.999  0.402
H -1.939 -3.924 3.516  -0.028
H -1.364 -4.400 5.149  0.320
H -1.707 -1.110 3.176  -0.794
H -0.964 -0.340 4.501  0.045
C 0.674 1.272 -1.089  -0.727
C 1.203 0.066 -0.308  1.076
C 0.390 0.069 0.937  1.305
O 0.280 1.455 1.152  -0.084
C 0.464 2.299 -0.043  -0.715
H -0.177 1.170 -1.763  -0.227
H 1.553 1.574 -1.659  0.551
H 2.286 0.010 -0.194  -0.118
H 0.992 -0.757 -0.990  -0.367
H 0.659 -0.524 1.811  0.362
H -0.565 -0.351 0.620  -1.279
H 1.414 2.825 -0.137  0.047
H -0.427 2.866 -0.314  -0.192
C 4.098 -1.702 1.743  0.403
C 5.385 -1.421 1.007  -0.671
C 5.880 -0.146 1.598  -0.603
O 4.780 0.369 2.286  -0.332
C 4.004 -0.712 2.827  -0.337
H 4.044 -2.756 2.015  0.540
H 3.227 -1.565 1.102  -0.547
H 5.079 -1.195 -0.014  0.225
H 6.050 -2.266 0.828  0.471
H 6.225 0.570 0.852  0.345
H 6.696 -0.232 2.315  0.275
H 3.075 -0.178 3.026  -0.038
H 4.329 -1.096 3.794  0.283
C 0.194 0.349 -5.475  0.298
C -0.331 -0.546 -4.447  1.273
C 0.180 -1.937 -4.754  -0.434
O 1.227 -1.746 -5.704  -0.307
C 0.790 -0.606 -6.442  -0.747
H 0.959 0.934 -4.965  0.184
H -0.514 1.045 -5.923  -0.324
H -1.411 -0.451 -4.335  0.339
H 0.071 -0.330 -3.457  -1.438
H -0.572 -2.512 -5.295  0.284
H 0.481 -2.388 -3.809  0.073
H 0.138 -0.967 -7.238  0.344
H 1.677 -0.117 -6.845  0.387
C 1.592 -5.070 -2.612  -0.868
C 2.047 -4.003 -1.539  0.227
C 3.500 -4.438 -1.293  -0.455
O 3.939 -5.039 -2.561  -0.393
C 2.851 -5.290 -3.464  -0.418
H 0.597 -4.992 -3.050  0.375
H 1.538 -6.034 -2.107  0.447
H 1.374 -3.971 -0.682  0.351
H 1.938 -3.026 -2.010  -0.183
H 3.500 -5.219 -0.533  0.295
H 4.181 -3.710 -0.853  0.034
H 2.880 -6.329 -3.792  0.340
H 2.841 -4.647 -4.343  0.217
C -3.813 3.046 2.891  -0.258
C -3.718 2.932 1.367  -0.891
C -3.601 1.380 1.321  0.934
O -4.483 0.929 2.311  -0.255
C -4.644 1.864 3.393  -0.872
H -4.221 4.000 3.223  0.648
H -2.842 3.059 3.386  -0.300
H -2.824 3.340 0.896  0.210
H -4.501 3.341 0.729  0.586
H -2.540 1.203 1.497  -0.308
H -3.988 1.247 0.311  -0.129
H -4.206 1.619 4.360  0.292
H -5.689 2.131 3.551  0.305
C 1.171 3.140 4.744  -0.318
C 2.622 3.360 4.185  -0.472
C 2.366 4.003 2.892  0.060
O 1.166 4.727 2.949  -0.447
C 0.247 3.972 3.764  0.347
H 1.005 3.505 5.758  0.412
H 0.998 2.066 4.674  -0.083
H 3.203 2.438 4.207  0.223
H 3.234 4.001 4.820  0.248
H 2.247 3.304 2.064  -0.313
H 3.192 4.606 2.516  0.413
H -0.274 3.244 3.144  -0.476
H -0.551 4.483 4.304  0.393
C -3.133 -1.672 0.371  1.163
C -2.350 -2.972 0.377  -0.767
C -2.163 -3.326 -1.160  -0.358
O -1.961 -2.018 -1.654  0.667
C -2.889 -1.128 -1.085  -1.676
H -2.838 -0.927 1.110  -1.074
H -4.146 -1.764 0.761  0.638
H -2.744 -3.774 1.000  0.540
H -1.344 -2.800 0.761  0.102
H -2.937 -3.914 -1.653  0.373
H -1.250 -3.895 -1.338  -0.214
H -3.804 -0.995 -1.662  -0.197
H -2.490 -0.115 -1.141  0.353

Results
charge = -1
largest force on an atom = 0.0639 Eh/bohr
2S+1 = 2
E = -2091.6863 Eh
lowest unoccupied orbital energy (alpha / beta) = 0.0898 / 0.0872 Eh
HOMO-LUMO gap (alpha / beta) = 0.060 / 0.355 Ha
expectation value of S² = 0.751
HOMO level (alpha / beta) = 0.805 / -7.290 eV


Entry 2:
Here is a 9-piece molecular cluster, C36H74O17 overall in a non-equilibrium geometry from the OMol25 dataset. Energies are from ωB97M-V/def2-TZVPD.

Each line ends with the Mulliken charge.
Element x y z (Å)
C -2.733 -0.960 0.495  -0.968
C -2.736 0.451 1.057  1.218
O -4.052 1.077 0.875  -0.127
C -4.088 2.500 1.102  0.691
C -5.575 2.809 1.333  -1.482
H -2.936 -1.672 1.294  0.358
H -3.442 -1.048 -0.329  0.388
H -1.744 -1.209 0.111  -0.183
H -2.528 0.382 2.125  -0.061
H -1.908 0.986 0.593  -0.178
H -3.612 2.771 2.044  0.105
H -3.778 3.089 0.238  0.018
H -6.113 2.794 0.385  0.394
H -5.771 3.842 1.620  0.294
H -6.178 2.138 1.945  0.444
O 4.172 2.869 1.784  -0.692
C 4.230 1.967 0.854  0.552
O 4.364 2.185 -0.450  -0.225
C 4.480 3.487 -0.900  -0.282
C 3.441 3.746 -1.988  -0.940
C 4.137 0.505 1.106  -0.211
H 5.411 3.794 -1.377  0.281
H 4.293 4.255 -0.149  0.362
H 3.589 3.283 -2.964  0.216
H 3.366 4.799 -2.258  0.445
H 2.420 3.501 -1.693  0.122
H 4.897 0.293 1.858  0.480
H 4.291 -0.145 0.244  0.046
H 3.240 0.218 1.654  -0.092
O 1.740 2.612 -5.569  -0.608
C 1.549 1.427 -5.459  0.797
O 0.320 0.942 -5.419  -0.335
C 0.069 -0.481 -5.368  0.132
C -1.321 -0.620 -5.940  -1.289
C 2.631 0.488 -4.940  -0.835
H 0.158 -0.792 -4.327  0.004
H 0.802 -1.062 -5.927  0.509
H -1.325 -0.146 -6.922  0.368
H -2.110 -0.302 -5.259  0.179
H -1.520 -1.675 -6.131  0.391
H 2.846 -0.227 -5.734  0.407
H 2.282 -0.098 -4.090  0.096
H 3.460 1.139 -4.661  0.271
O 0.377 0.969 2.768  -0.443
C 0.061 2.150 2.907  0.449
O -0.634 2.706 3.885  -0.383
C -1.314 1.876 4.826  -0.011
C -0.368 1.308 5.991  -1.126
C 0.444 3.163 1.839  0.199
H -1.886 1.110 4.301  -0.029
H -2.068 2.478 5.333  0.416
H -0.924 0.538 6.526  0.374
H -0.021 2.122 6.626  0.336
H 0.519 0.876 5.529  0.273
H -0.089 4.111 1.911  0.133
H 0.201 2.725 0.871  -0.423
H 1.515 3.366 1.847  0.184
O -1.360 -2.075 -2.792  -0.130
C -2.161 -2.978 -2.581  0.649
O -1.902 -4.197 -2.054  -0.383
C -0.599 -4.464 -1.429  0.657
C -0.421 -6.047 -1.288  -1.411
C -3.604 -2.803 -2.949  -1.359
H -0.738 -4.031 -0.439  -0.210
H 0.230 -4.008 -1.971  0.123
H 0.463 -6.208 -0.671  0.287
H -0.250 -6.525 -2.253  0.400
H -1.249 -6.549 -0.787  0.357
H -4.324 -3.007 -2.156  0.364
H -3.862 -3.557 -3.691  0.394
H -3.831 -1.797 -3.302  0.269
O 0.202 -4.799 2.022  -0.585
C 0.086 -3.670 2.444  0.560
O -1.014 -3.218 3.116  -0.108
C -2.060 -4.096 3.523  -0.267
C -1.716 -4.678 4.878  -1.221
C 1.230 -2.660 2.329  -0.194
H -2.116 -4.898 2.787  0.344
H -2.969 -3.505 3.639  0.273
H -0.759 -5.199 4.858  0.309
H -2.474 -5.325 5.318  0.393
H -1.663 -3.812 5.539  0.280
H 1.726 -2.841 3.283  0.679
H 0.833 -1.645 2.341  -0.036
H 1.915 -2.815 1.496  -0.338
O -3.555 6.779 -0.464  -0.611
C -2.685 5.961 -0.081  0.518
O -2.335 5.706 1.213  -0.155
C -2.819 6.546 2.279  -0.377
C -4.241 6.063 2.608  -1.016
C -1.966 4.988 -1.050  -0.413
H -2.723 7.580 1.945  0.351
H -2.094 6.422 3.083  0.316
H -4.578 6.662 3.454  0.473
H -4.383 5.006 2.830  0.128
H -4.946 6.380 1.839  0.322
H -2.595 4.454 -1.762  0.140
H -1.395 4.250 -0.487  -0.108
H -1.221 5.580 -1.582  0.485
O 0.069 2.474 -2.000  -0.453
C -0.603 1.467 -1.949  -0.037
O -0.200 0.321 -1.438  1.104
C 1.161 0.224 -1.067  -0.341
C 1.485 -1.246 -0.858  1.031
C -1.970 1.366 -2.630  -0.122
H 1.358 0.759 -0.138  -0.140
H 1.723 0.693 -1.875  0.062
H 0.823 -1.645 -0.090  -0.621
H 2.512 -1.269 -0.493  -0.512
H 1.393 -1.828 -1.776  0.034
H -2.378 2.350 -2.860  0.285
H -2.716 0.765 -2.109  0.213
H -1.700 0.914 -3.584  -0.710
O 2.817 -4.518 -0.807  -0.457
C 3.897 -4.990 -0.643  0.735
O 4.965 -4.524 0.029  -0.346
C 4.981 -3.094 0.379  0.586
C 6.263 -2.719 1.104  -1.366
C 4.114 -6.421 -1.084  -1.129
H 4.175 -2.913 1.090  -0.146
H 4.758 -2.502 -0.509  0.227
H 6.389 -3.247 2.050  0.334
H 6.304 -1.637 1.225  0.310
H 7.175 -2.804 0.513  0.390
H 5.126 -6.766 -0.869  0.349
H 4.042 -6.549 -2.164  0.303
H 3.428 -7.042 -0.508  0.262

Results
charge = +1
largest force on an atom = 0.1117 Eh/bohr
2S+1 = 2
E = -2694.8330 Eh
lowest unoccupied orbital energy (alpha / beta) = -0.0896 / -0.3233 Eh
HOMO-LUMO gap (alpha / beta) = 0.340 / 0.106 Ha
expectation value of S² = 0.754
HOMO level (alpha / beta) = -11.693 / -11.693 eV